1.
# C47H57Cl2N4O3SSeTi

A molecular structure, C47H57Cl2N4O3SSeTi (wB97M-V/def2-TZVPD, OMol25).

As for the charge: -1. The spin multiplicity is 3. Its energy above the lowest of the compared OMol25 structures with the same formula, charge and spin is 0.2881 eV. The expectation value of S² is 2.02. The HOMO energy (spin up / spin down) comes out at -0.0887 / -0.1783 Eh.

Atoms and positions in Å:
Ti -0.41 -0.20 -0.15
C -4.72 -4.86 4.79
C -5.20 -4.21 3.49
C -6.48 -3.40 3.77
C -5.55 -5.34 2.51
C -4.12 -3.29 2.93
C -3.62 -3.39 1.64
C -2.63 -2.52 1.22
Se -1.97 -2.63 -0.58
C -0.35 -3.62 -0.31
C -0.48 -4.99 -0.10
C 0.64 -5.77 0.11
C 1.87 -5.11 0.06
C 2.04 -3.75 -0.16
C 0.88 -2.94 -0.32
O 0.93 -1.64 -0.48
C 3.49 -3.25 -0.18
C 4.28 -3.99 -1.27
C 3.65 -1.76 -0.46
C 4.14 -3.53 1.19
C 0.59 -7.27 0.38
C -0.85 -7.79 0.42
C 1.24 -7.58 1.73
C 1.34 -8.03 -0.73
C -2.09 -1.51 2.03
O -1.09 -0.79 1.58
C -2.67 -1.33 3.31
C -3.63 -2.24 3.71
C -2.35 -0.17 4.27
C -3.66 0.56 4.61
C -1.74 -0.74 5.56
C -1.38 0.89 3.73
H -5.48 -5.53 5.19
H -3.80 -5.43 4.62
H -4.51 -4.10 5.55
H -7.26 -4.05 4.17
H -6.28 -2.61 4.49
H -6.85 -2.94 2.85
H -6.30 -6.00 2.96
H -5.98 -4.95 1.58
H -4.68 -5.93 2.26
H -3.97 -4.15 0.96
H -1.47 -5.42 -0.10
H 2.76 -5.71 0.22
H 3.84 -3.79 -2.25
H 5.32 -3.64 -1.28
H 4.30 -5.07 -1.12
H 3.20 -1.49 -1.43
H 3.18 -1.15 0.31
H 4.72 -1.52 -0.50
H 4.13 -4.60 1.43
H 5.17 -3.19 1.19
H 3.60 -3.01 1.98
H -1.43 -7.30 1.20
H -1.36 -7.64 -0.53
H -0.85 -8.87 0.63
H 0.73 -7.06 2.53
H 1.21 -8.66 1.94
H 2.29 -7.27 1.74
H 0.88 -7.83 -1.70
H 2.38 -7.72 -0.78
H 1.31 -9.10 -0.55
H -4.04 -2.12 4.71
H -4.40 -0.10 5.07
H -3.46 1.38 5.30
H -4.10 0.98 3.70
H -2.40 -1.46 6.05
H -0.79 -1.24 5.34
H -1.54 0.07 6.27
H -1.75 1.34 2.81
H -1.30 1.68 4.48
H -0.39 0.49 3.55
Cl 2.63 3.60 1.30
C 0.94 3.65 0.92
C 0.29 4.87 1.08
C -1.07 4.95 0.87
Cl -1.85 6.50 1.08
C -1.84 3.83 0.52
C -3.25 3.83 0.30
C -3.86 2.62 -0.05
C -3.12 1.47 -0.19
N -1.77 1.44 0.00
C -1.14 2.60 0.37
C 0.25 2.48 0.58
O 0.80 1.27 0.37
H 0.85 5.74 1.38
H -3.81 4.74 0.41
H -4.93 2.57 -0.21
H -3.59 0.53 -0.44
C -1.36 1.24 -4.84
C -0.79 2.08 -3.90
C -0.40 1.55 -2.69
N -0.58 0.26 -2.37
C -1.13 -0.54 -3.28
C -1.52 -0.09 -4.53
H -1.67 1.62 -5.81
H -0.64 3.13 -4.10
H 0.05 2.17 -1.93
H -1.27 -1.57 -2.99
H -1.96 -0.79 -5.23
N 2.17 0.02 3.01
H 3.05 0.53 3.01
H 1.62 0.40 2.24
H 2.39 -0.94 2.75
S 2.63 0.33 -3.84
C 3.74 0.78 -2.68
N 3.40 0.84 -1.36
C 4.28 1.00 -0.35
C 5.60 1.22 -0.60
C 6.01 1.26 -1.95
C 5.12 1.04 -2.95
H 2.43 0.65 -1.11
H 3.86 0.93 0.64
H 6.30 1.35 0.21
H 7.05 1.43 -2.19
H 5.42 1.02 -3.99

Löwdin atomic charge list, values in e, 99 entries: atom 1 (Ti): 0.96, atom 2 (C): -0.05, atom 3 (C): -0.56, atom 4 (C): -0.05, atom 5 (C): -0.07, atom 6 (C): -0.18, atom 7 (C): -0.07, atom 8 (C): -0.39, atom 9 (Se): 1.17, atom 10 (C): -0.38, atom 11 (C): -0.07, atom 12 (C): -0.18, atom 13 (C): 0.00, atom 14 (C): -0.07, atom 15 (C): -0.33, atom 16 (O): -0.24, atom 17 (C): -0.51, atom 18 (C): -0.04, atom 19 (C): -0.07, atom 20 (C): -0.04, atom 21 (C): -0.56, atom 22 (C): -0.07, atom 23 (C): -0.05, atom 24 (C): -0.05, atom 25 (C): -0.33, atom 26 (O): -0.22, atom 27 (C): -0.07, atom 28 (C): 0.00, atom 29 (C): -0.52, atom 30 (C): -0.05, atom 31 (C): -0.05, atom 32 (C): -0.05, atom 33 (H): 0.08, atom 34 (H): 0.09, atom 35 (H): 0.07, atom 36 (H): 0.08, atom 37 (H): 0.08, atom 38 (H): 0.09, atom 39 (H): 0.08, atom 40 (H): 0.08, atom 41 (H): 0.08, atom 42 (H): 0.09, atom 43 (H): 0.09, atom 44 (H): 0.10, atom 45 (H): 0.09, atom 46 (H): 0.08, atom 47 (H): 0.07, atom 48 (H): 0.07, atom 49 (H): 0.07, atom 50 (H): 0.09, atom 51 (H): 0.07, atom 52 (H): 0.08, atom 53 (H): 0.08, atom 54 (H): 0.08, atom 55 (H): 0.08, atom 56 (H): 0.08, atom 57 (H): 0.09, atom 58 (H): 0.08, atom 59 (H): 0.07, atom 60 (H): 0.09, atom 61 (H): 0.07, atom 62 (H): 0.08, atom 63 (H): 0.10, atom 64 (H): 0.07, atom 65 (H): 0.08, atom 66 (H): 0.09, atom 67 (H): 0.07, atom 68 (H): 0.09, atom 69 (H): 0.08, atom 70 (H): 0.08, atom 71 (H): 0.09, atom 72 (H): 0.06, atom 73 (Cl): 0.68, atom 74 (C): -0.59, atom 75 (C): -0.17, atom 76 (C): -0.61, atom 77 (Cl): 0.63, atom 78 (C): -0.20, atom 79 (C): -0.07, atom 80 (C): -0.11, atom 81 (C): -0.15, atom 82 (N): -0.05, atom 83 (C): -0.20, atom 84 (C): -0.37, atom 85 (O): -0.25, atom 86 (H): 0.09, atom 87 (H): 0.06, atom 88 (H): 0.09, atom 89 (H): 0.10, atom 90 (C): -0.06, atom 91 (C): -0.05, atom 92 (C): -0.14, atom 93 (N): -0.01, atom 94 (C): -0.14, atom 95 (C): -0.05, atom 96 (H): 0.11, atom 97 (H): 0.11, atom 98 (H): 0.11, atom 99 (H): 0.07

=====

2.
# C47H57HgN3O6P

A molecular structure, C47H57HgN3O6P (wB97M-V/def2-TZVPD, OMol25).

As for the charge: -2. The spin multiplicity is 2. Its energy above the lowest of the compared OMol25 structures with the same formula, charge and spin is 0.0000 eV. The expectation value of S² is 0.75. The HOMO energy (spin up / spin down) comes out at -0.0440 / -0.1146 Eh.

Atoms and positions in Å:
Hg -0.63 0.36 0.17
C -0.79 0.19 -5.20
C -1.95 0.54 -4.27
C -3.29 0.27 -4.97
C -1.90 1.97 -3.76
C -1.58 3.01 -4.63
C -1.56 4.33 -4.20
C -1.88 4.61 -2.88
C -2.22 3.60 -1.98
C -2.69 3.95 -0.58
C -2.11 5.26 -0.04
C -4.23 4.01 -0.57
C -2.22 2.26 -2.42
N -2.52 1.20 -1.54
C -3.75 0.74 -1.50
O -4.76 1.13 -2.12
C -3.93 -0.44 -0.58
C -5.19 -0.73 -0.06
C -5.32 -1.80 0.81
C -4.21 -2.57 1.10
C -2.99 -2.22 0.53
N -2.86 -1.18 -0.28
C -1.76 -3.05 0.80
O -1.90 -4.30 0.73
N -0.68 -2.35 1.08
C 0.53 -3.03 1.25
C 1.37 -3.27 0.14
C 2.56 -3.96 0.31
C 2.96 -4.43 1.55
C 2.15 -4.18 2.65
C 0.94 -3.49 2.53
C 0.04 -3.32 3.74
C 0.82 -3.20 5.05
C -0.95 -4.48 3.84
C 0.92 -2.87 -1.25
C 0.19 -4.03 -1.93
C 2.07 -2.36 -2.13
H -0.78 -0.88 -5.40
H 0.18 0.46 -4.76
H -0.86 0.71 -6.16
H -1.90 -0.10 -3.39
H -3.43 0.98 -5.80
H -4.12 0.40 -4.26
H -3.32 -0.74 -5.38
H -1.34 2.79 -5.67
H -1.29 5.13 -4.88
H -1.86 5.64 -2.53
H -2.39 3.14 0.08
H -2.54 6.13 -0.56
H -1.03 5.29 -0.12
H -2.36 5.36 1.02
H -4.57 4.79 -1.26
H -4.59 4.25 0.44
H -4.67 3.06 -0.88
H -6.02 -0.10 -0.35
H -6.28 -2.03 1.25
H -4.25 -3.44 1.75
H 3.20 -4.15 -0.55
H 3.89 -4.96 1.66
H 2.46 -4.55 3.62
H -0.53 -2.41 3.58
H 1.61 -2.44 4.99
H 0.15 -2.92 5.86
H 1.28 -4.15 5.33
H -0.42 -5.41 4.08
H -1.49 -4.62 2.90
H -1.68 -4.29 4.64
H 0.19 -2.06 -1.14
H 0.88 -4.87 -2.09
H -0.21 -3.73 -2.90
H -0.63 -4.38 -1.30
H 2.79 -3.15 -2.35
H 2.60 -1.54 -1.64
H 1.68 -2.00 -3.08
O 1.68 4.79 0.69
C 1.38 3.60 0.85
O 0.30 3.08 1.25
C 2.51 2.56 0.59
P 1.95 0.93 1.18
C 3.51 -0.06 1.14
C 3.88 -0.95 2.15
C 5.03 -1.72 2.03
C 5.83 -1.63 0.90
C 5.46 -0.76 -0.12
C 4.32 0.01 0.00
C 1.74 1.16 2.98
C 0.95 0.24 3.67
C 0.71 0.39 5.03
C 1.26 1.47 5.71
C 2.05 2.39 5.04
C 2.28 2.24 3.68
H 3.46 2.87 1.04
H 2.66 2.50 -0.49
H 3.26 -1.05 3.03
H 5.29 -2.41 2.82
H 6.72 -2.23 0.81
H 6.07 -0.69 -1.02
H 4.04 0.68 -0.81
H 0.50 -0.58 3.12
H 0.07 -0.31 5.54
H 1.04 1.60 6.77
H 2.46 3.24 5.56
H 2.88 2.98 3.16
O -2.11 1.33 3.25
H -2.05 0.46 2.82
H -1.42 1.85 2.82
C 2.66 1.91 -3.83
C 1.50 2.20 -2.90
O 1.16 1.06 -2.10
H 2.96 2.82 -4.36
H 2.39 1.15 -4.56
H 3.52 1.54 -3.26
H 0.63 2.55 -3.45
H 1.76 2.99 -2.19
H 0.69 0.43 -2.65

Löwdin atomic charge list, values in e, 99 entries: atom 1 (Hg): 0.95, atom 2 (C): -0.07, atom 3 (C): -0.37, atom 4 (C): -0.06, atom 5 (C): -0.16, atom 6 (C): -0.08, atom 7 (C): -0.11, atom 8 (C): -0.04, atom 9 (C): -0.12, atom 10 (C): -0.37, atom 11 (C): -0.08, atom 12 (C): -0.06, atom 13 (C): -0.18, atom 14 (N): 0.04, atom 15 (C): -0.53, atom 16 (O): -0.05, atom 17 (C): -0.20, atom 18 (C): -0.02, atom 19 (C): -0.07, atom 20 (C): -0.02, atom 21 (C): -0.21, atom 22 (N): 0.11, atom 23 (C): -0.53, atom 24 (O): -0.04, atom 25 (N): 0.06, atom 26 (C): -0.18, atom 27 (C): -0.13, atom 28 (C): -0.05, atom 29 (C): -0.11, atom 30 (C): -0.06, atom 31 (C): -0.14, atom 32 (C): -0.38, atom 33 (C): -0.10, atom 34 (C): -0.06, atom 35 (C): -0.37, atom 36 (C): -0.05, atom 37 (C): -0.07, atom 38 (H): 0.07, atom 39 (H): 0.05, atom 40 (H): 0.07, atom 41 (H): 0.12, atom 42 (H): 0.08, atom 43 (H): 0.06, atom 44 (H): 0.07, atom 45 (H): 0.10, atom 46 (H): 0.09, atom 47 (H): 0.10, atom 48 (H): 0.11, atom 49 (H): 0.06, atom 50 (H): 0.07, atom 51 (H): 0.08, atom 52 (H): 0.08, atom 53 (H): 0.07, atom 54 (H): 0.05, atom 55 (H): 0.11, atom 56 (H): 0.09, atom 57 (H): 0.11, atom 58 (H): 0.10, atom 59 (H): 0.09, atom 60 (H): 0.09, atom 61 (H): 0.11, atom 62 (H): 0.07, atom 63 (H): 0.07, atom 64 (H): 0.06, atom 65 (H): 0.08, atom 66 (H): 0.06, atom 67 (H): 0.07, atom 68 (H): 0.09, atom 69 (H): 0.08, atom 70 (H): 0.07, atom 71 (H): 0.06, atom 72 (H): 0.07, atom 73 (H): 0.06, atom 74 (H): 0.07, atom 75 (O): -0.05, atom 76 (C): -0.77, atom 77 (O): -0.15, atom 78 (C): -0.27, atom 79 (P): 0.99, atom 80 (C): -0.33, atom 81 (C): -0.08, atom 82 (C): -0.10, atom 83 (C): -0.11, atom 84 (C): -0.10, atom 85 (C): -0.11, atom 86 (C): -0.36, atom 87 (C): -0.12, atom 88 (C): -0.09, atom 89 (C): -0.10, atom 90 (C): -0.09, atom 91 (C): -0.07, atom 92 (H): 0.08, atom 93 (H): 0.05, atom 94 (H): 0.09, atom 95 (H): 0.10, atom 96 (H): 0.09, atom 97 (H): 0.09, atom 98 (H): 0.09, atom 99 (H): 0.08